{
  "formula": "C28H66CrF6N5O16S2V2",
  "method": "ωB97M-V/def2-TZVPD",
  "elements": ["Cr", "V", "O", "V", "O", "C", "F", "F", "F", "S", "O", "O", "N", "S", "O", "O", "C", "F", "F", "F", "O", "C", "C", "O", "H", "H", "H", "H", "C", "O", "C", "C", "N", "C", "C", "O", "C", "H", "H", "H", "H", "H", "H", "H", "H", "H", "H", "H", "H", "H", "H", "H", "C", "O", "C", "C", "N", "C", "C", "O", "C", "H", "H", "H", "H", "H", "H", "H", "H", "H", "H", "H", "H", "H", "H", "H", "C", "O", "C", "C", "N", "C", "C", "O", "C", "H", "H", "H", "H", "H", "H", "H", "H", "H", "H", "H", "H", "H", "H", "H", "C", "C", "C", "O", "C", "N", "H", "H", "H", "H", "H", "H", "H", "H", "H", "H", "H", "C", "C", "O", "H", "H", "H", "H", "H", "H"],
  "xyz": [[-15.93803, -3.84033, -24.49621], [-19.29086, -5.50670, -26.58231], [-17.90614, -8.23610, -31.40878], [-18.53592, -7.14514, -30.48052], [-19.00610, -5.85039, -31.28332], [-11.83834, -5.39167, -23.72432], [-12.53916, -6.14783, -24.62289], [-11.82847, -6.00015, -22.51576], [-10.55897, -5.20120, -24.10626], [-12.67195, -3.62400, -23.44878], [-13.26947, -3.78124, -22.13300], [-11.60841, -2.59293, -23.47767], [-13.93628, -3.49414, -24.68588], [-13.11123, -3.06532, -25.96804], [-11.78334, -3.59571, -26.13790], [-13.94357, -3.25709, -27.15537], [-12.92556, -1.13437, -25.82265], [-13.73748, -0.76704, -24.81119], [-11.68309, -0.83819, -25.46417], [-13.32085, -0.55259, -26.93511], [-17.14195, -4.92147, -25.93934], [-16.37380, -5.77825, -26.76622], [-17.05966, -6.99055, -27.51004], [-18.23343, -6.69901, -28.21167], [-15.47647, -6.01497, -26.19451], [-16.02113, -5.17171, -27.60039], [-17.19164, -7.82032, -26.81567], [-16.29397, -7.28019, -28.22972], [-16.44853, -12.17545, -30.31358], [-17.42235, -12.08645, -29.30055], [-17.50796, -10.75663, -28.70724], [-18.58228, -10.84857, -27.61431], [-18.00115, -11.66517, -26.54518], [-19.03302, -11.98366, -25.55439], [-19.93038, -13.12491, -26.04854], [-20.94067, -13.52535, -25.07823], [-21.88361, -14.52598, -25.51622], [-16.60553, -11.56753, -31.20458], [-16.34542, -13.22521, -30.58833], [-15.48825, -11.85021, -29.91336], [-17.94987, -10.05331, -29.41305], [-16.57572, -10.31271, -28.35798], [-19.55779, -11.22575, -27.92124], [-18.73628, -9.82459, -27.27397], [-17.59897, -12.48927, -26.96850], [-19.61657, -11.12238, -25.22919], [-18.57617, -12.34154, -24.63172], [-19.37172, -14.00035, -26.37964], [-20.40104, -12.80061, -26.97666], [-21.40727, -15.49739, -25.64873], [-22.22859, -14.09826, -26.45756], [-22.71431, -14.67793, -24.82704], [-19.46317, -7.79850, -24.51024], [-20.21894, -7.07892, -25.48138], [-21.39779, -7.69982, -26.05820], [-22.16559, -6.54462, -26.68110], [-21.29426, -5.96628, -27.72875], [-21.76368, -4.62254, -28.03487], [-20.67794, -3.87132, -28.81024], [-19.41388, -3.90974, -28.18581], [-18.43876, -3.05242, -28.82030], [-18.84039, -8.52774, -25.02839], [-20.09403, -8.20830, -23.72146], [-18.89097, -7.01406, -24.01491], [-21.95929, -8.25857, -25.30946], [-21.07434, -8.41641, -26.81315], [-22.38236, -5.86032, -25.86082], [-23.05172, -6.98442, -27.13875], [-21.44306, -6.55430, -28.53633], [-22.01897, -4.02528, -27.15952], [-22.66702, -4.57599, -28.64307], [-21.02685, -2.84733, -28.94366], [-20.67247, -4.22292, -29.84196], [-17.46147, -3.40341, -28.48893], [-18.56702, -2.00093, -28.56334], [-18.41336, -3.21124, -29.89837], [-15.33812, -6.60243, -22.88264], [-15.83746, -5.28979, -22.94271], [-16.18070, -4.85861, -21.54081], [-17.04413, -3.58510, -21.68048], [-16.35446, -2.64466, -22.62912], [-17.30200, -1.54884, -22.95212], [-16.86137, -0.90957, -24.21197], [-16.70823, -1.92515, -25.18391], [-16.60607, -1.33246, -26.46773], [-16.06388, -7.34863, -22.55926], [-14.52676, -6.67747, -22.15866], [-14.89347, -6.90138, -23.83186], [-15.23219, -4.59305, -21.07400], [-16.68020, -5.69192, -21.04665], [-17.15985, -3.20772, -20.66446], [-18.02723, -3.92465, -22.00654], [-15.61695, -2.18486, -22.11456], [-17.45944, -0.84293, -22.13663], [-18.26021, -2.01574, -23.18001], [-15.91694, -0.38569, -24.06467], [-17.59966, -0.11820, -24.34141], [-17.57892, -0.92600, -26.74422], [-16.23687, -2.02404, -27.22503], [-15.97199, -0.44593, -26.47725], [-15.35603, -11.33253, -23.85786], [-15.05242, -10.00746, -24.46046], [-14.38785, -10.06780, -25.82976], [-14.03291, -8.68980, -26.24402], [-13.26710, -8.55833, -27.41528], [-16.37690, -9.36384, -24.59068], [-15.92373, -11.94295, -24.56015], [-15.91607, -11.30889, -22.92304], [-14.47028, -11.93540, -23.65765], [-14.44347, -9.37648, -23.81303], [-15.00731, -10.41977, -26.65468], [-13.52975, -10.73869, -25.78892], [-12.34766, -9.13767, -27.33104], [-13.00922, -7.51231, -27.58096], [-13.77565, -8.93569, -28.30246], [-16.95821, -10.07344, -25.01336], [-16.34652, -8.67245, -25.32631], [-14.09005, -5.49734, -30.32487], [-15.11091, -6.37615, -30.91136], [-16.43449, -5.88352, -30.79064], [-13.16485, -6.03456, -30.11632], [-14.46555, -5.13933, -29.36627], [-13.77174, -4.75745, -31.05926], [-15.04633, -7.33970, -30.40591], [-14.87092, -6.64834, -31.93919], [-16.40480, -5.01697, -31.20269]],
  "forces_ev_per_angstrom": [[-1.9, -0.2, 0.1], [1.2, -0.4, -2.1], [-0.8, 0.5, 0.2], [2.5, 2.9, 1.4], [-0.4, -1.9, 0.5], [0.7, 0.2, -0.2], [1.0, 1.0, 1.2], [-0.3, 0.5, -1.5], [-1.8, -0.5, 0.2], [1.7, 1.0, 2.0], [-0.7, -0.1, -1.4], [-2.6, -2.4, -0.8], [3.6, -0.3, 2.2], [0.6, 0.9, -4.6], [-0.6, 0.1, 1.1], [-0.5, 0.4, 1.4], [0.5, -1.7, 1.3], [-0.2, 0.4, -0.2], [-0.7, 0.3, -1.0], [0.4, 0.2, 0.1], [-1.9, -0.4, 0.5], [-0.1, 0.7, -1.1], [1.6, 0.1, 0.8], [-1.7, 0.5, -1.1], [0.1, -1.1, -0.3], [0.3, 0.3, -0.2], [-0.3, -0.2, 0.0], [0.3, -0.3, 0.1], [0.9, -0.2, 0.2], [0.0, 1.8, 0.6], [-2.3, -1.2, -0.8], [1.9, -0.2, 0.3], [-1.1, 1.2, 0.5], [0.3, -1.9, 0.7], [-1.6, -0.5, 0.2], [0.8, 0.5, 0.3], [1.0, 1.0, -0.8], [-0.6, 0.1, 0.0], [-0.2, 0.1, -0.1], [0.3, 0.0, 0.1], [0.3, 0.1, -0.8], [0.3, -0.5, 0.2], [0.1, 0.0, -0.7], [0.0, 0.3, 0.4], [-0.1, -0.3, 0.1], [0.0, 0.2, -0.5], [0.3, 0.0, 0.1], [0.5, -0.1, 0.4], [-0.6, 0.1, -0.1], [0.2, 0.0, -0.2], [-0.6, -0.7, -0.3], [0.3, 0.6, 0.2], [0.2, 0.3, 0.4], [-0.6, 0.4, -0.1], [0.6, 0.2, 0.0], [0.5, -1.9, 0.2], [-0.6, 0.8, 1.8], [0.8, 1.4, -1.0], [-1.4, 0.6, -0.8], [0.1, 0.1, 0.3], [0.7, -0.8, 0.0], [0.0, -0.1, 0.5], [-0.2, -0.4, -0.3], [0.5, -0.3, -0.1], [0.0, 0.3, 0.2], [0.1, -0.1, -0.1], [-0.2, 0.3, -0.4], [-0.4, 0.4, 0.2], [0.4, 0.0, -0.3], [0.2, -0.5, 0.5], [-0.1, -0.3, -0.1], [0.1, 0.3, 0.3], [0.6, -0.5, -0.1], [-0.1, 0.1, 0.3], [-0.3, -0.1, 0.0], [-0.5, 0.1, -0.1], [1.2, -1.3, 0.0], [-1.0, 0.6, 1.2], [0.4, 1.1, -1.7], [1.3, -1.6, 0.4], [-1.9, -0.2, 1.1], [-0.2, -1.1, -0.1], [0.6, 1.1, 1.5], [-0.1, 0.0, -0.4], [-0.2, 0.7, -1.1], [-0.4, 0.2, -0.3], [0.2, 0.3, 0.1], [-0.3, 0.2, -0.2], [0.0, -0.3, 0.1], [0.0, 0.2, 0.0], [0.0, 0.4, 0.0], [0.0, 0.6, -0.5], [0.7, -0.3, 0.0], [0.2, 0.1, 0.0], [-0.2, -0.1, 0.2], [0.2, -0.1, -0.2], [-0.3, -0.2, -1.3], [-0.3, -0.3, -0.1], [0.0, -0.2, 0.4], [0.5, -0.2, 0.3], [0.7, -1.7, 0.2], [-1.1, 1.1, -0.8], [0.9, 1.1, -0.8], [-0.5, -0.6, 1.2], [0.3, -0.6, 0.1], [-0.3, 0.4, 0.0], [-0.2, 0.1, -0.1], [0.0, 0.4, -0.1], [0.2, 0.2, 0.1], [0.2, -0.1, 0.0], [-0.6, -0.5, 0.3], [0.5, 0.3, -0.1], [0.2, 0.0, 0.0], [-0.1, 0.0, 0.2], [-0.4, -0.1, -0.2], [-0.4, -0.4, 0.0], [0.4, 0.5, 0.0], [0.9, 0.6, 0.2], [0.7, -2.5, -0.4], [-0.6, -0.3, 0.5], [-0.1, -0.3, 0.0], [0.3, 0.6, -0.1], [-0.3, 0.7, 0.5], [-0.6, -0.1, 0.3], [-0.3, 0.3, -0.3], [-0.7, 0.3, -0.1]],
  "mulliken_spin": [3.75, 2.89, 0.00, 0.00, 0.00, 0.00, 0.00, 0.00, 0.00, 0.02, 0.01, 0.01, -0.03, 0.06, 0.00, 0.01, 0.00, 0.00, 0.00, 0.00, 0.10, -0.04, 0.16, 0.02, 0.05, -0.04, -0.10, 0.02, 0.00, 0.00, 0.00, 0.01, 0.00, 0.00, 0.00, 0.00, 0.00, 0.00, 0.00, 0.00, 0.00, 0.00, 0.00, -0.01, 0.00, 0.00, 0.00, 0.00, 0.00, 0.00, 0.00, 0.00, -0.02, 0.01, 0.01, -0.01, 0.00, 0.02, -0.02, 0.02, 0.01, 0.02, 0.00, -0.01, 0.00, 0.00, 0.00, 0.00, 0.01, -0.01, 0.00, 0.00, 0.00, -0.01, 0.00, 0.00, 0.00, -0.03, 0.02, 0.00, 0.02, 0.00, 0.01, -0.03, 0.03, 0.00, 0.00, 0.01, 0.00, 0.00, 0.00, 0.00, 0.01, 0.00, 0.02, -0.01, 0.00, 0.00, -0.02, 0.00, 0.00, 0.00, 0.00, 0.00, 0.00, 0.00, 0.00, 0.00, 0.00, 0.00, 0.00, 0.00, 0.00, 0.00, 0.00, 0.00, -0.02, 0.00, 0.00, 0.00, 0.00, 0.00, 0.00, 0.00, 0.00, 0.00],
  "total_energy_ha": -6911.4314,
  "spin_multiplicity": 8,
  "lumo_energy_ev": [-7.2, -7.2],
  "total_charge": 2,
  "s_squared": 15.762,
  "e_homo_ev": [-13.03, -13.03]
}